Entry 1:
Entry from OMol25: an isolated ion of composition C3H6N2O2PS2 and charge -1 in a non-equilibrium geometry (wB97M-V/def2-TZVPD).

The geometry in XYZ format:
```
16
Properties=species:S:1:pos:R:3:nbo_charge:R:1
C 0.49 -1.08 0.97 0.892
C -0.56 1.01 1.68 -0.412
C 0.26 -2.51 -2.27 -0.041
N -0.63 -2.88 -1.43 -0.774
N 0.60 0.28 1.25 -0.629
O 1.48 -1.73 0.70 -0.708
O -0.68 -1.51 0.94 -0.779
P -1.53 -2.87 0.00 1.026
S -3.21 -2.07 -0.58 -0.752
S 2.14 0.78 1.56 0.093
H -1.43 0.44 1.35 0.268
H -0.51 1.13 2.87 0.159
H -0.63 2.05 1.34 0.188
H 0.57 -3.03 -3.19 0.139
H 1.03 -1.77 -1.94 0.142
H 2.76 -0.49 1.66 0.187
```

**ΔE to the lowest compared entry with this formula, charge and spin**: 0.00 kJ/mol
**Total charge**: -1
**M**: 197.201 g mol⁻¹
**HOMO-LUMO gap**: 6.8 eV
**SMILES**: C=NP([S-])OC(=O)N(C)S
**DFT total energy**: -1515.68191 Ha

---

Entry 2:
Entry from OMol25: a 5-piece molecular cluster, H10O4S overall (wB97M-V/def2-TZVPD).

The geometry in XYZ format:
```
15
Properties=species:S:1:pos:R:3:mulliken_spin:R:1
S 2.91 3.02 2.90 1.035
H 3.56 3.97 2.18 -0.019
H 2.03 2.84 1.88 -0.020
H -2.01 -1.94 -2.20 0.000
H -2.46 -2.59 -3.49 0.000
O -1.70 -2.16 -3.08 0.000
H -0.30 0.57 -1.32 0.000
H 0.03 0.31 -2.77 0.000
O -0.15 1.05 -2.15 0.000
H 0.62 0.11 3.26 0.000
H 0.14 1.51 2.73 0.000
O 0.37 0.61 2.48 0.004
H -4.11 -5.11 -3.34 0.000
H -3.63 -5.05 -1.88 0.000
O -3.40 -4.78 -2.77 0.000
```

**Multiplicity**: 2
**ΔE to the lowest compared entry with this formula, charge and spin**: 123.70 kJ/mol
**Total charge**: +1
**M**: 106.143 g mol⁻¹
**HOMO-LUMO gap (alpha / beta)**: 7.6 / 2.1 eV
**DFT total energy**: -704.73606 Ha

---

Repeat the first record exactly.
Entry from OMol25: an isolated ion of composition C3H6N2O2PS2 and charge -1 in a non-equilibrium geometry (wB97M-V/def2-TZVPD).

The geometry in XYZ format:
```
16
Properties=species:S:1:pos:R:3:nbo_charge:R:1
C 0.49 -1.08 0.97 0.892
C -0.56 1.01 1.68 -0.412
C 0.26 -2.51 -2.27 -0.041
N -0.63 -2.88 -1.43 -0.774
N 0.60 0.28 1.25 -0.629
O 1.48 -1.73 0.70 -0.708
O -0.68 -1.51 0.94 -0.779
P -1.53 -2.87 0.00 1.026
S -3.21 -2.07 -0.58 -0.752
S 2.14 0.78 1.56 0.093
H -1.43 0.44 1.35 0.268
H -0.51 1.13 2.87 0.159
H -0.63 2.05 1.34 0.188
H 0.57 -3.03 -3.19 0.139
H 1.03 -1.77 -1.94 0.142
H 2.76 -0.49 1.66 0.187
```

**ΔE to the lowest compared entry with this formula, charge and spin**: 0.00 kJ/mol
**Total charge**: -1
**M**: 197.201 g mol⁻¹
**HOMO-LUMO gap**: 6.8 eV
**SMILES**: C=NP([S-])OC(=O)N(C)S
**DFT total energy**: -1515.68191 Ha